[1]
25
Properties=species:S:1:pos:R:3 method="wB97M-V/def2-TZVPD" gap_ev="3.82 / 10.05" max_force_ev_per_a=3.775 e_above_lowest_kcal_mol=84.96 s2=0.7507 multiplicity=2 e_tot_ev=-9472.383
C 0.496 -0.658 -0.192
N 1.479 0.339 0.048
C 2.007 0.980 -1.147
C 2.586 0.074 -2.286
C -0.532 -0.696 0.930
N -1.165 0.863 0.711
C -2.465 1.053 1.490
C -1.697 -1.658 0.954
H -0.100 -0.548 -1.147
H 1.031 -1.683 -0.276
H 2.231 -0.188 0.504
H 1.164 1.643 -1.650
H 2.821 1.692 -0.727
H 2.086 -0.030 -3.246
H 2.583 -0.988 -1.985
H 3.605 0.492 -2.684
H -0.139 -0.652 1.910
H -0.490 1.544 1.061
H -1.162 1.111 -0.365
H -2.530 2.130 1.614
H -2.464 0.506 2.516
H -3.372 0.498 0.904
H -2.206 -1.664 1.946
H -1.313 -2.733 0.803
H -2.454 -1.429 0.315



[2]
27
Properties=species:S:1:pos:R:3 method="wB97M-V/def2-TZVPD" gap_ev="7.47 / 7.47" max_force_ev_per_a=4.648 total_charge=+1 e_above_lowest_kcal_mol=86.14 e_tot_ev=-12446.278
C -1.479 1.429 -0.532
C 1.851 -1.368 1.216
C 0.604 -1.734 -0.887
C 0.166 2.303 1.254
C -2.669 -0.691 -0.939
C 1.178 -0.717 -0.022
N -0.134 1.412 0.173
N -1.503 0.070 -0.908
N 2.140 0.014 -0.751
N -0.064 0.036 0.430
H -2.231 1.873 0.217
H -1.478 2.206 -1.366
H 1.862 -0.690 2.105
H 1.224 -2.237 1.359
H 2.943 -1.547 0.959
H 0.308 -1.320 -1.892
H -0.266 -2.124 -0.310
H 1.319 -2.468 -1.062
H 1.194 2.584 1.236
H -0.452 3.237 1.138
H -0.169 1.974 2.242
H -3.555 -0.467 -0.337
H -2.997 -0.703 -2.018
H -2.177 -1.768 -0.705
H 2.146 0.087 -1.743
H 2.518 0.809 -0.317
H -0.282 -0.202 1.459



[3]
25
Properties=species:S:1:pos:R:3 method="wB97M-V/def2-TZVPD" gap_ev="2.83 / 9.13" max_force_ev_per_a=4.886 total_charge=-1 e_above_lowest_kcal_mol=47.44 s2=0.7506 multiplicity=2 e_tot_ev=-10032.085
C 0.660 0.830 -1.772
N -0.079 1.674 -0.785
C -1.460 1.294 -0.404
C -1.702 1.609 1.126
C 1.680 -0.234 -1.213
C 0.446 -2.288 -1.005
C 1.277 -1.365 -0.325
H -0.125 0.382 -2.401
H 1.368 1.601 -2.324
H 0.378 1.770 0.072
H -2.058 1.906 -1.052
H -1.913 0.325 -0.530
H -2.373 0.867 1.496
H -2.132 2.524 1.227
H -0.745 1.642 1.746
H 2.498 0.345 -0.602
H 2.407 -0.594 -2.031
H 0.855 -2.424 -2.067
H 0.351 -3.227 -0.363
H -0.655 -1.952 -1.167
H 1.059 -0.970 0.712
H 2.190 -1.892 0.062
H -1.062 -1.633 2.918
H -0.304 -0.414 2.959
O -0.574 -1.132 3.550



[4]
25
Properties=species:S:1:pos:R:3 method="wB97M-V/def2-TZVPD" gap_ev=9.55 max_force_ev_per_a=4.735 e_above_lowest_kcal_mol=52.44 smiles=CCCNC(C)C.O e_tot_ev=-10033.308
C 1.834 0.921 -1.723
C 1.423 -0.311 -0.922
C 0.269 0.050 0.143
N -0.105 -0.878 1.193
C -0.722 -2.190 0.763
C -0.868 -3.040 1.903
C -2.174 -2.061 0.041
H 1.388 1.002 -2.739
H 1.677 1.792 -1.031
H 2.853 1.038 -1.780
H 0.945 -1.131 -1.528
H 2.504 -0.829 -0.550
H -0.599 0.397 -0.484
H 0.527 1.001 0.698
H -0.837 -0.435 1.720
H -0.061 -2.618 -0.083
H 0.021 -3.263 2.436
H -1.556 -2.432 2.614
H -1.371 -3.984 1.631
H -2.440 -2.851 -0.646
H -2.927 -2.292 0.779
H -2.114 -1.116 -0.474
O 0.425 6.284 -0.955
H -0.246 5.912 -1.576
H 1.005 5.468 -0.927



[5]
25
Properties=species:S:1:pos:R:3 method="wB97M-V/def2-TZVPD" gap_ev=10.83 max_force_ev_per_a=9.411 e_above_lowest_kcal_mol=49.02 smiles=CC(C)C[C@H](C)N.O e_tot_ev=-10033.457
C 0.698 -0.882 -2.180
C 1.075 -0.572 -0.598
C 2.078 -1.585 -0.024
C -0.131 -0.357 0.230
C -0.566 1.085 0.701
C 0.620 1.808 1.332
N -1.782 0.888 1.580
H 1.502 -1.236 -2.778
H 0.348 0.016 -2.519
H 0.059 -1.675 -2.397
H 1.675 0.326 -0.648
H 1.813 -2.654 -0.127
H 2.126 -1.353 1.082
H 3.063 -1.386 -0.566
H -0.172 -1.067 1.145
H -0.953 -0.716 -0.442
H -0.868 1.657 -0.312
H 0.420 2.768 1.920
H 1.306 2.139 0.552
H 1.161 1.236 2.063
H -1.558 -0.021 2.188
H -1.814 1.674 2.157
O -3.647 -0.050 -0.871
H -3.087 -0.134 -1.494
H -3.368 0.091 0.004



[6]
25
Properties=species:S:1:pos:R:3 method="wB97M-V/def2-TZVPD" gap_ev=9.38 max_force_ev_per_a=3.581 e_above_lowest_kcal_mol=72.18 e_tot_ev=-10032.452
C -0.811 -0.433 -1.524
C -0.861 1.078 -0.321
C -0.188 0.099 -2.804
N -2.156 -0.813 -1.660
O -0.061 -1.435 -1.021
H 0.078 -1.335 -0.006
H -2.439 -1.623 -1.123
H -2.699 -0.265 -2.311
H -0.766 0.927 -3.209
H -1.915 1.352 -0.394
H -0.329 1.810 -0.926
H -0.786 1.397 0.719
H 0.817 0.447 -2.583
H -0.125 -0.701 -3.544
C 1.030 -0.461 1.412
C 0.138 -0.410 2.650
C 2.176 0.546 1.470
H 1.461 -1.467 1.341
H 0.338 0.047 0.517
H -0.336 0.569 2.733
H 1.782 1.563 1.482
H 2.794 0.411 2.359
H -0.658 -1.154 2.589
H 0.704 -0.603 3.564
H 2.813 0.456 0.589